The following is a DFT calculation (wB97M-V/def2-TZVPD) of C8H18ClN2O10S2 as an isolated structure.

Element x y z (Å)
Cl  1.09714  -0.53078  0.11540
O  -0.97574  -5.12872  2.16406
C  -0.42498  -4.10840  1.80192
N  -1.09869  -2.94455  1.58243
C  1.03781  -4.05989  1.43935
H  -2.09068  -2.90437  1.73330
H  -0.54481  -2.11234  1.42935
H  1.50300  -3.12376  1.75491
H  1.14896  -4.13369  0.35942
H  1.55915  -4.86664  1.94925
O  4.32206  -1.42199  -3.87743
C  3.62765  -1.11596  -2.91668
N  3.45375  -1.91302  -1.83253
C  2.84744  0.15220  -2.82866
H  3.82950  -2.84510  -1.84106
H  2.84276  -1.60238  -1.08332
H  1.77496  -0.05605  -2.79173
H  3.06165  0.86110  -3.62138
H  3.01604  0.60600  -1.84696
C  -0.72158  0.39323  2.95547
C  -1.49668  1.20995  1.95117
O  -2.30993  2.08500  2.73110
S  -1.66343  2.33590  4.15417
O  -2.55086  1.86112  5.15105
O  -1.18139  3.66145  4.23015
O  -0.44559  1.34879  4.00414
H  0.21433  0.03285  2.54174
H  -1.27406  -0.44677  3.38572
H  -2.08073  0.62669  1.24466
H  -0.77498  1.75643  1.33490
C  -1.24458  1.23799  -2.34883
C  -0.61547  2.43942  -3.07558
O  -0.83922  3.55079  -2.19169
S  -2.28151  3.38079  -1.55622
O  -3.29822  3.73795  -2.48615
O  -2.25686  3.95757  -0.27970
O  -2.24258  1.80188  -1.46008
H  -0.54134  0.71601  -1.70424
H  -1.72728  0.58742  -3.07320
H  -1.11566  2.63008  -4.02490
H  0.46068  2.34379  -3.17333

Force components x, y, z for each atom (eV/Å):
Cl -0.2 0.0 0.1
O -0.2 -0.3 0.2
C -0.3 0.2 -0.5
N 0.6 -0.1 0.2
C 0.3 0.2 0.6
H 0.0 0.0 0.1
H -0.2 0.2 -0.4
H -0.1 0.1 -0.2
H 0.0 -0.1 0.0
H -0.1 -0.2 -0.2
O -0.1 0.0 0.2
C 0.1 -0.6 -0.2
N 0.1 0.2 -0.1
C -0.5 0.8 0.6
H 0.1 0.1 0.0
H -0.1 -0.1 0.1
H 0.1 -0.2 -0.2
H 0.2 -0.1 -0.1
H 0.1 0.1 -0.2
C 0.0 -0.5 0.2
C 0.9 -0.3 -0.9
O -0.3 0.0 -0.1
S -0.1 0.0 -0.1
O -0.4 -0.2 0.3
O 0.3 0.5 0.1
O 0.3 0.0 -0.1
H 0.1 0.1 0.0
H -0.1 0.1 0.0
H -0.4 0.0 0.3
H -0.2 0.3 0.2
C 0.1 0.3 0.0
C -0.1 -0.1 0.3
O -0.1 0.1 -0.2
S -0.1 -0.4 -0.7
O 0.1 0.1 -0.2
O -0.1 0.4 1.1
O 0.0 -0.1 0.0
H 0.1 -0.2 -0.1
H -0.1 -0.2 0.2
H 0.2 0.1 -0.1
H 0.0 -0.1 -0.2

Values from the calculation:
- charge = -1
- HOMO-LUMO gap (eV) = 9.06
- LUMO level (eV) = 2.53
- energy (hartree) = -2434.25752